Entry 1:
Formula: C2H29O13
Source: OMol25
Level of theory: ωB97M-V/def2-TZVPD

Values from the calculation:
ΔE to the lowest compared entry with this formula, charge and spin   45.53 kJ/mol
Gap between HOMO and LUMO   8.516 eV
HOMO   -5.9 eV
LUMO   2.64 eV

ORCA input file:
```
! RIJCOSX wB97M-V def2-TZVPD def2/J DEFGRID3
* xyz -1 1
C -8.93 16.38 -6.18
C -9.20 15.45 -5.01
O -8.04 14.70 -4.73
H -8.38 17.31 -6.03
H -9.89 16.72 -6.54
H -8.55 15.84 -7.08
H -10.00 14.85 -5.35
H -9.41 16.02 -4.09
O -12.60 14.37 -5.92
H -12.29 14.97 -5.28
H -12.21 14.85 -6.67
O -5.31 14.04 -4.29
H -5.12 14.81 -3.80
H -6.28 14.20 -4.37
O -10.88 14.38 -7.94
H -11.48 13.71 -8.32
H -10.09 13.95 -7.66
O -8.99 13.84 -2.51
H -8.95 12.90 -2.61
H -8.84 14.21 -3.41
O -6.99 16.98 -9.31
H -7.85 16.64 -9.52
H -6.40 16.65 -9.95
O -12.45 16.60 -3.91
H -12.16 16.46 -3.01
H -12.07 17.35 -4.30
O -10.67 15.73 -1.60
H -9.95 16.21 -1.15
H -10.28 15.06 -2.13
O -6.20 14.54 -6.85
H -6.88 14.71 -6.14
H -5.42 14.25 -6.34
O -5.18 17.00 -7.37
H -5.04 16.09 -7.06
H -5.98 16.91 -7.87
O -6.42 16.82 -4.73
H -7.06 16.09 -4.70
H -6.25 17.02 -5.63
O -9.35 15.61 -9.99
H -9.91 16.23 -10.44
H -9.93 15.20 -9.35
O -8.63 12.98 -6.86
H -7.95 12.81 -7.50
H -8.47 13.43 -6.04
*
```

These are the Löwdin partial charges, in e, on atoms 1 to 5: number 1, C, carries -0.09; number 2, C, carries -0.37; number 3, O, carries -0.40; number 4, H, carries 0.08; number 5, H, carries 0.06

Entry 2:
Formula: C6H10FN2O
Source: OMol25
Level of theory: ωB97M-V/def2-TZVPD

Values from the calculation:
SMILES   [H]/N=C/[NH+]=C\C=C(\O)[C@H](C)F
ΔE to the lowest compared entry with this formula, charge and spin   174.42 kJ/mol
Gap between HOMO and LUMO   9.479 eV
HOMO   -13.8 eV
LUMO   -4.35 eV

ORCA input file:
```
! RIJCOSX wB97M-V def2-TZVPD def2/J DEFGRID3
* xyz 1 1
H 0.67 -2.31 -0.25
N 0.77 -1.32 -0.33
C 1.94 -0.88 -0.50
N 2.20 0.44 -0.72
C 1.18 1.44 -0.89
C -0.15 1.24 -0.78
C -0.98 0.02 -0.59
O -1.60 -0.77 -1.47
C -1.67 -0.25 0.78
C -0.83 0.11 1.96
F -1.81 -1.64 0.82
H 2.96 -1.48 -0.40
H 3.13 0.53 -1.10
H 1.39 2.47 -1.04
H -0.87 2.16 -0.69
H -1.67 -0.42 -2.37
H -2.63 0.16 0.78
H 0.20 -0.22 1.83
H -1.18 -0.42 2.75
H -1.06 1.14 2.19
*
```

These are the Löwdin partial charges, in e, on atoms 1 to 5: number 1, H, carries 0.11; number 2, N, carries 0.17; number 3, C, carries -0.21; number 4, N, carries 0.06; number 5, C, carries -0.03

Entry 3:
Formula: C16H34BIrNP2
Source: OMol25
Level of theory: ωB97M-V/def2-TZVPD

Values from the calculation:
⟨S²⟩   8.78
ΔE to the lowest compared entry with this formula, charge and spin   53.77 kJ/mol
Gap between HOMO and LUMO (spin up / spin down)   5.029 / 5.442 eV
HOMO (spin up / spin down)   -12.3 / -15.5 eV
LUMO (spin up / spin down)   -7.31 / -10.09 eV

ORCA input file:
```
! RIJCOSX wB97M-V def2-TZVPD def2/J DEFGRID3
* xyz 2 6
P 0.10 -2.47 -4.14
P 0.68 1.07 -4.86
C -0.08 -1.47 -5.70
C 1.06 -0.47 -5.81
H -1.07 -0.98 -5.72
H -0.03 -2.23 -6.49
H 2.00 -0.85 -5.38
H 1.27 -0.21 -6.85
C -0.32 1.95 -6.21
H -0.66 2.97 -5.95
H -1.22 1.37 -6.50
H 0.33 2.02 -7.10
C 2.16 2.13 -5.01
H 2.37 2.22 -6.08
H 3.01 1.66 -4.50
H 2.03 3.14 -4.61
C -1.57 -3.12 -3.92
H -1.63 -3.66 -2.95
H -1.83 -3.79 -4.77
H -2.26 -2.26 -3.81
C 1.38 -3.70 -4.58
H 2.43 -3.41 -4.22
H 1.48 -3.63 -5.65
H 1.10 -4.68 -4.20
Ir 1.79 -2.26 -2.96
C -1.07 3.90 -3.53
C -2.29 3.69 -4.06
C -3.08 2.39 -4.30
C -2.59 1.07 -3.64
C -1.60 1.41 -2.62
C -0.24 1.65 -2.91
C 0.41 2.73 -2.07
C -0.63 3.85 -2.06
C 2.37 -3.35 -1.32
H -0.24 4.27 -4.14
H -2.84 4.54 -4.51
H -3.13 2.21 -5.38
H -4.11 2.53 -3.96
H -3.41 0.54 -3.13
H -2.20 0.38 -4.42
H -1.79 1.07 -1.61
H 0.33 0.70 -2.71
H 1.39 3.03 -2.49
H 0.58 2.32 -1.06
H -1.48 3.48 -1.47
H -0.20 4.75 -1.60
H 3.02 -2.87 -0.57
H 2.89 -4.26 -1.66
H 1.49 -3.72 -0.76
B 0.66 0.02 0.87
C 1.18 -0.55 -0.51
N 1.47 -1.11 -1.50
H -0.23 0.86 0.89
H 1.63 0.46 1.42
H 0.30 -0.97 1.50
*
```

These are the Löwdin partial charges, in e, on atoms 1 to 5: number 1, P, carries 0.69; number 2, P, carries 1.02; number 3, C, carries -0.36; number 4, C, carries -0.38; number 5, H, carries 0.08

Entry 4:
Formula: CF2IO2S
Source: OMol25
Level of theory: ωB97M-V/def2-TZVPD

Values from the calculation:
⟨S²⟩   2.01
Gap between HOMO and LUMO (spin up / spin down)   6.741 / 4.438 eV
HOMO (spin up / spin down)   -3.7 / -4.2 eV
LUMO (spin up / spin down)   3.00 / 0.26 eV

ORCA input file:
```
! RIJCOSX wB97M-V def2-TZVPD def2/J DEFGRID3
* xyz -1 3
C -1.34 0.65 0.19
O 0.01 -1.35 -1.21
O 0.20 -0.86 1.36
F -1.49 1.57 -0.81
F -1.07 1.37 1.30
S 0.16 -0.43 -0.09
I 3.53 -0.97 -0.75
*
```

These are the Löwdin partial charges, in e, on atoms 1 to 5: number 1, C, carries -0.40; number 2, O, carries -0.53; number 3, O, carries -0.54; number 4, F, carries -0.04; number 5, F, carries -0.03

Entry 5:
Formula: C3H12ClMgO3
Source: OMol25
Level of theory: ωB97M-V/def2-TZVPD

Values from the calculation:
⟨S²⟩   0.75
Gap between HOMO and LUMO (spin up / spin down)   4.812 / 3.867 eV
HOMO (spin up / spin down)   -16.1 / -16.1 eV
LUMO (spin up / spin down)   -11.33 / -12.23 eV

ORCA input file:
```
! RIJCOSX wB97M-V def2-TZVPD def2/J DEFGRID3
* xyz 2 2
Mg 0.16 -3.09 3.22
Cl 0.04 -1.03 2.30
C -2.42 0.79 -0.11
O -1.47 1.50 0.60
H -2.79 1.45 -0.90
H -2.00 -0.08 -0.60
H -3.24 0.54 0.56
H -1.13 0.84 1.21
C 0.24 -2.38 -1.20
O 0.35 -0.96 -0.89
H 0.93 -3.01 -0.63
H -0.73 -2.79 -0.93
H 0.43 -2.53 -2.26
H 0.14 -0.88 0.04
C 2.03 2.06 -0.43
O 2.13 1.80 0.91
H 1.24 1.48 -0.89
H 1.72 3.10 -0.38
H 3.01 1.86 -0.88
H 1.36 1.35 1.28
*
```

These are the Löwdin partial charges, in e, on atoms 1 to 5: number 1, Mg, carries 1.22; number 2, Cl, carries 0.09; number 3, C, carries -0.16; number 4, O, carries -0.13; number 5, H, carries 0.10

Entry 6:
Formula: C4H8O3
Source: OMol25
Level of theory: ωB97M-V/def2-TZVPD

Values from the calculation:
SMILES   CCOC(=O)CO
ΔE to the lowest compared entry with this formula, charge and spin   212.22 kJ/mol
Gap between HOMO and LUMO   11.113 eV
HOMO   -10.3 eV
LUMO   0.85 eV

ORCA input file:
```
! RIJCOSX wB97M-V def2-TZVPD def2/J DEFGRID3
* xyz 0 1
C -2.22 -0.26 0.53
C -1.30 -0.53 -0.82
O -0.09 0.24 -0.93
C 0.90 -0.04 -0.09
O 0.84 -0.90 0.76
C 2.13 0.83 -0.28
O 3.06 0.62 0.74
H -1.93 -0.80 1.46
H -2.11 0.80 0.69
H -3.26 -0.56 0.33
H -1.86 -0.25 -1.71
H -1.31 -1.46 -0.32
H 2.56 0.60 -1.27
H 1.83 1.88 -0.31
H 2.76 -0.18 1.21
*
```

These are the Löwdin partial charges, in e, on atoms 1 to 5: number 1, C, carries -0.07; number 2, C, carries -0.16; number 3, O, carries 0.01; number 4, C, carries -0.46; number 5, O, carries 0.11

no.,M (g/mol)
1,261.241
2,145.157
3,505.432
4,240.976
5,155.884
6,104.105